{
  "formula": "C2H6OS",
  "method": "the ωB97M-V functional and the def2-TZVPD basis",
  "elements": ["C", "C", "O", "H", "H", "H", "H", "S", "H", "H"],
  "positions_angstrom": [[3.22678, -1.73220, 2.19815], [1.91963, -1.56637, 1.51349], [1.62396, -1.55602, 0.35777], [3.96462, -1.34437, 1.50497], [3.20509, -1.13605, 3.12030], [3.32583, -2.75738, 2.59650], [1.08855, -1.46642, 2.28371], [-3.18317, 2.19985, -1.90450], [-2.02000, 2.64865, -1.37055], [-2.49764, 1.08479, -1.99076]],
  "forces_ev_per_angstrom": [[0.030, 0.429, 0.134], [-1.998, -0.255, 1.963], [0.692, 0.063, -0.686], [0.741, -0.583, 0.203], [0.034, 0.167, -0.342], [0.269, 0.210, -0.752], [0.227, -0.025, -0.523], [0.619, 0.582, 0.384], [-0.549, 0.474, -0.053], [-0.065, -1.061, -0.329]],
  "nbo_charge": [-0.73, 0.46, -0.51, 0.24, 0.23, 0.25, 0.07, -0.28, 0.15, 0.14],
  "relative_energy_kj_mol": 34.9,
  "smiles": "CC=O.S",
  "e_tot_ha": -553.19011,
  "homo_ev": -9.7,
  "total_charge": 0,
  "spin_multiplicity": 1
}